Record 1
Density functional theory data (wB97M-V/def2-TZVPD) for a molecular structure, C6H10BaF14N2O10PS4.

Properties
Highest occupied orbital energy: -0.2891 hartree
Kohn-Sham gap: 9.826 eV
Net charge: -1
Lowest unoccupied orbital energy: 1.958 eV
Energy above the lowest of the compared OMol25 structures with the same formula, charge and spin: 0.0 kJ/mol

Each line ends with the natural charge from an NBO analysis.
Cartesian coordinates (Å):
O: -0.91288 0.98003 -2.14350  -0.584
C: -0.10566 0.25527 -3.03467  -0.102
Ba: -0.54142 0.45605 0.40734  1.857
F: -3.14327 -0.64242 -1.12831  -0.598
O: 1.64188 4.56725 1.95751  -0.916
C: 3.37516 -1.64902 -0.87160  0.723
O: 0.68535 3.27281 3.77568  -0.908
H: -1.38264 -1.58185 -3.22210  0.190
H: 0.96135 0.32111 -2.78131  0.204
N: 1.63900 -0.78846 1.12427  -1.324
O: 2.22252 0.68149 -0.76616  -0.986
F: -2.58091 -1.25722 0.98863  -0.633
H: 0.60137 -3.31066 -1.30364  0.173
H: -1.07800 -3.41977 -1.77237  0.179
H: 0.28067 2.68788 -2.18725  0.189
F: 2.01423 2.21509 2.14604  -0.506
S: 2.84157 -0.21649 0.17091  2.251
F: -4.49351 -2.05236 -0.03378  -0.582
F: -2.24609 3.30082 0.43933  -0.520
F: 4.60176 -1.40728 -1.32267  -0.304
C: -0.43131 -1.21021 -2.82135  -0.071
H: -1.14935 2.77070 -3.25045  0.188
S: 0.98140 3.39323 2.39320  2.493
F: 2.55404 -1.73889 -1.92866  -0.326
F: -0.18629 -2.37229 2.93921  -0.313
F: -5.19286 0.14300 -0.36290  -0.575
F: 3.34632 -2.79513 -0.20462  -0.299
O: 1.83966 -0.45831 3.59292  -0.907
F: 1.44885 -3.41122 3.90462  -0.307
O: -0.87847 5.25234 0.59399  -0.899
O: -1.96395 4.30746 2.53893  -0.897
F: 1.14056 -3.64347 1.77355  -0.321
S: 2.20207 -1.34989 2.54862  2.256
O: 3.96002 0.21877 0.88989  -0.888
N: -0.14860 2.86090 1.38534  -1.301
C: 1.07821 -2.77774 2.79184  0.707
C: -0.39416 -2.88286 -1.10617  -0.249
F: -4.65562 -0.59783 1.70700  -0.573
H: -1.29201 2.90556 -1.50078  0.220
O: -0.50465 -1.50542 -1.41768  -0.611
H: -0.19119 0.49169 -4.09949  0.189
H: 0.34349 -1.85198 -3.25854  0.182
F: -3.28938 0.89095 0.62123  -0.613
O: 3.49634 -1.93142 2.52577  -0.913
P: -3.94571 -0.58448 0.29354  2.605
S: -1.23148 4.12774 1.35599  2.491
H: -0.54642 -3.05129 -0.04537  0.214
C: -0.76997 2.38781 -2.30200  -0.283

Record 2
Density functional theory data (wB97M-V/def2-TZVPD) for 2 unconnected molecules or ions with the total composition C3H11N3.

Properties
Highest occupied orbital energy: -0.3270 hartree
Kohn-Sham gap: 9.777 eV
Lowest unoccupied orbital energy: 0.879 eV
Structure (SMILES): C=NC.NCN
Energy above the lowest of the compared OMol25 structures with the same formula, charge and spin: 327.4 kJ/mol

Each line ends with the natural charge from an NBO analysis.
Cartesian coordinates (Å):
C: -1.06397 -1.02937 0.25370  -0.457
H: -3.92784 -2.45798 0.00568  0.192
H: 2.74502 0.78118 1.53571  0.357
C: 1.92068 0.72868 -0.43784  -0.026
H: -0.45331 -1.88677 0.13744  0.213
H: 0.73776 2.47934 0.09113  0.374
H: 3.42992 1.89502 0.46176  0.361
C: -3.19774 -1.60244 -0.17933  -0.060
N: 1.09019 1.88341 -0.66751  -0.897
H: -1.26737 -0.41862 -0.71593  0.169
H: -0.45916 -0.20936 0.73745  0.202
H: 0.43162 1.76072 -1.41090  0.369
N: -2.42038 -1.27042 0.75700  -0.393
H: 2.59242 0.61348 -1.50950  0.152
H: -2.83021 -1.42414 -1.22692  0.131
N: 2.99809 0.88686 0.52692  -0.851
H: 1.37205 -0.21303 -0.23990  0.163

Record 3
Density functional theory data (wB97M-V/def2-TZVPD) for a molecular structure, C7H9O5PV.

Properties
Highest occupied orbital energy (spin up / spin down): -0.7993 / -0.8014 hartree
Kohn-Sham gap (spin up / spin down): 5.512 / 6.171 eV
Net charge: +3
Lowest unoccupied orbital energy (spin up / spin down): -16.239 / -15.635 eV
Energy above the lowest of the compared OMol25 structures with the same formula, charge and spin: 74.0 kJ/mol
Multiplicity: 3

Each line ends with the natural charge from an NBO analysis.
Cartesian coordinates (Å):
H: 1.94036 0.02868 2.57782  0.311
H: 0.50079 -1.60136 3.21979  0.280
C: -0.36191 -0.97808 2.94933  -0.865
H: -1.32868 -1.49234 3.04691  0.291
P: -0.08195 -0.22224 1.25915  1.805
V: 0.00377 -0.01367 -2.30578  0.920
C: -0.34184 1.94962 -2.23482  0.534
H: 1.99365 0.78335 0.85211  0.246
C: -1.35055 1.06031 1.50462  -0.950
O: -2.41202 -2.02296 -2.30044  -0.160
C: 1.70635 -0.07472 1.49289  -0.970
H: -1.11763 1.84106 0.75603  0.233
O: 2.95218 -1.07465 -2.30036  -0.152
H: -2.33441 0.62085 1.24389  0.293
H: -1.32277 1.37873 2.55418  0.303
O: -0.00076 0.00114 -5.53012  -0.171
C: 0.00033 0.00012 -4.34824  0.531
O: -0.54581 3.09599 -2.29624  -0.148
C: 1.86075 -0.67630 -2.24096  0.546
C: -1.52214 -1.27839 -2.24283  0.559
H: -0.33740 -0.06317 3.56190  0.293
O: -0.08186 -0.28222 -0.30332  -1.012
H: 2.18156 -0.97975 1.08447  0.283

Record 4
Density functional theory data (wB97M-V/def2-TZVPD) for a molecular structure, C11H16NO4OsS.

Properties
Highest occupied orbital energy (spin up / spin down): -0.4265 / -0.4266 hartree
Kohn-Sham gap (spin up / spin down): 7.294 / 7.295 eV
Net charge: +1
Lowest unoccupied orbital energy (spin up / spin down): -4.312 / -4.313 eV
Energy above the lowest of the compared OMol25 structures with the same formula, charge and spin: 60.1 kJ/mol

Each line ends with the natural charge from an NBO analysis.
Cartesian coordinates (Å):
O: -2.89766 2.11399 -0.22432  -0.444
C: 3.05674 1.74380 -1.17507  -0.632
C: -2.22306 -2.37706 3.63434  -0.232
H: -1.05294 -0.56580 3.90825  0.257
C: 3.76982 -0.58162 -0.56589  -0.618
H: 2.33134 -1.19590 -2.84563  0.220
C: 2.73672 0.25976 -1.29886  0.256
H: 3.08796 2.04478 -0.12618  0.215
O: -0.88889 2.20335 -1.30051  -0.619
H: 4.02892 1.95113 -1.62109  0.231
C: 2.63572 -0.15189 -2.76132  -0.627
Os: -0.27772 0.44970 -0.21194  1.195
C: -1.72247 1.68993 -0.49601  0.599
H: -4.31713 3.53657 -0.53349  0.221
H: -3.32543 3.16956 -1.97844  0.212
C: -1.77002 -1.86798 0.95780  0.010
N: -1.29401 -1.08934 1.92333  -0.015
S: -1.37858 -1.40586 -0.64781  0.199
C: -2.74627 -3.24466 2.65138  -0.120
H: 1.90767 0.46948 -3.28630  0.214
H: 4.74275 -0.43823 -1.03296  0.229
H: 3.51219 -1.64017 -0.61513  0.221
H: -2.38539 -2.55209 4.68692  0.257
H: -3.32515 -4.10855 2.94673  0.250
C: -2.52905 -2.99125 1.32464  -0.217
C: -1.49809 -1.29565 3.24894  0.038
O: -0.51931 -0.01645 1.57123  -0.431
H: -2.92438 -3.62384 0.54257  0.255
H: 3.83906 -0.28585 0.48179  0.218
O: 1.47475 0.00450 -0.66177  -0.723
C: -3.31973 3.34036 -0.90608  -0.271
H: -2.63778 4.14526 -0.64784  0.211
H: 2.30569 2.34350 -1.69400  0.215
H: 3.60374 -0.03349 -3.24726  0.227